Here is a molecular structure, C25H25FeN5S4 from OMol25. Energies are from the ωB97M-V functional and the def2-TZVPD basis.

gap between HOMO and LUMO (spin up / spin down)	0.264 / 0.264	Ha
total energy	-4097.8634	a.u.
net charge	0
highest occupied orbital energy (spin up / spin down)	-0.2712 / -0.2712	Eh

Last column: Mulliken charge in e.
Geometry (Å):
Fe 0.026 0.828 0.000  -0.1841
C -0.831 0.735 2.949  -1.5907
N -0.187 -0.102 1.911  1.2788
C -0.980 -1.349 1.799  -1.4637
C 1.176 -0.465 2.322  0.1927
C 1.470 -0.910 3.597  -0.3352
C 2.777 -1.212 3.950  -0.9447
C 3.784 -1.043 3.012  -0.7928
C 3.495 -0.612 1.728  -0.5676
C 2.174 -0.346 1.348  0.1397
N 1.753 0.143 0.123  0.7224
C 2.409 -0.006 -1.087  -0.4313
C 3.425 -0.911 -1.408  -0.9367
C 3.926 -0.969 -2.700  -0.7102
C 3.435 -0.140 -3.696  -0.9218
C 2.410 0.749 -3.394  -0.4222
C 1.898 0.799 -2.113  0.8365
N 0.832 1.716 -1.711  1.2899
C 1.452 3.003 -1.325  -1.2908
C -0.131 1.964 -2.804  -1.2067
H -0.993 0.159 3.863  0.3710
H -1.790 1.082 2.573  0.4608
H -0.193 1.585 3.180  0.4110
H -1.032 -1.848 2.770  0.4073
H -0.509 -2.018 1.083  0.4107
H -1.988 -1.104 1.468  0.3548
H 0.686 -1.011 4.336  0.3441
H 3.005 -1.547 4.952  0.3989
H 4.814 -1.234 3.284  0.4026
H 4.300 -0.434 1.031  0.6683
H 3.788 -1.602 -0.663  0.6463
H 4.703 -1.686 -2.932  0.4023
H 3.829 -0.192 -4.701  0.4041
H 2.008 1.387 -4.170  0.3082
H 1.971 3.435 -2.186  0.3756
H 2.172 2.832 -0.522  0.3132
H 0.673 3.684 -0.991  0.4340
H 0.325 2.559 -3.600  0.4151
H -0.975 2.514 -2.399  0.2161
H -0.466 1.018 -3.221  0.4404
S -1.758 -1.317 -1.702  -0.1920
C -0.924 -0.306 -0.903  -0.0933
S 0.924 5.498 4.210  -0.3178
C -0.136 4.743 3.195  0.1062
S 0.352 3.929 1.729  -0.1363
C -1.290 3.381 1.462  0.1791
N -2.122 3.828 2.336  -0.7306
N -1.484 4.614 3.274  0.6924
C -2.309 5.129 4.321  0.3792
C -3.262 4.294 4.886  -0.2119
C -4.081 4.781 5.892  -0.6243
C -3.947 6.091 6.330  -0.4570
C -2.994 6.917 5.752  -0.5786
C -2.171 6.442 4.742  -0.4950
S -1.742 2.353 0.140  -0.2855
H -3.364 3.281 4.523  0.4130
H -4.826 4.132 6.333  0.3584
H -4.586 6.468 7.117  0.3753
H -2.889 7.942 6.083  0.3605
H -1.427 7.080 4.291  0.4115

---

Here is a single C6H6 molecule from OMol25. Energies are from the ωB97M-V functional and the def2-TZVPD basis.

gap between HOMO and LUMO (spin up / spin down)	0.253 / 0.266	Ha
total energy	-231.9704	a.u.
net charge	0
ΔE to the lowest compared entry with this formula, charge and spin	6.9653	eV
highest occupied orbital energy (spin up / spin down)	-0.2889 / -0.3045	Eh

Last column: Mulliken charge in e.
Geometry (Å):
C 0.227 0.574 -0.436  -0.0892
C 1.575 0.178 -0.302  -0.0426
C -0.926 -0.116 -0.128  0.2203
C -1.949 -0.943 -0.324  -0.4927
C 2.156 -0.914 0.177  -0.7220
C -2.544 0.282 0.361  -0.5505
H -0.069 1.526 -0.837  0.3154
H 2.221 0.958 -0.716  0.2280
H 3.263 -1.207 0.230  0.2184
H 1.598 -1.664 0.603  0.3167
H -2.487 0.353 1.469  0.2311
H -3.065 0.975 -0.096  0.3671

---

Here is a single C3H4N2O molecule from OMol25. Energies are from the ωB97M-V functional and the def2-TZVPD basis.

gap between HOMO and LUMO	0.349	Ha
total energy	-301.4348	a.u.
net charge	0
ΔE to the lowest compared entry with this formula, charge and spin	1.4277	eV
highest occupied orbital energy	-0.3209	Eh

Last column: Mulliken charge in e.
Geometry (Å):
O -1.695 1.140 -0.352  -0.5137
C -0.660 0.297 -0.089  0.7333
C 0.594 0.297 -0.643  -0.5534
N 1.309 -0.645 0.038  0.1629
N 0.584 -1.257 0.983  -0.6876
C -0.633 -0.740 0.880  -0.5079
H -1.347 1.823 -0.940  0.3056
H 0.977 0.833 -1.502  0.3851
H 2.311 -0.617 0.137  0.2479
H -1.441 -1.131 1.487  0.4278

---

Here is 2 unconnected molecules or ions with the total composition C23H17F4NO4 from OMol25. Energies are from the ωB97M-V functional and the def2-TZVPD basis.

gap between HOMO and LUMO	0.111	Ha
total energy	-1641.6119	a.u.
net charge	0
ΔE to the lowest compared entry with this formula, charge and spin	0.0542	eV
highest occupied orbital energy	-0.2498	Eh

Last column: Mulliken charge in e.
Geometry (Å):
F 4.761 -2.510 1.296  -0.3360
C 3.884 -2.379 0.241  0.3045
C 4.419 -2.294 -1.040  -0.6944
C 3.495 -2.110 -2.068  0.2708
F 3.983 -1.936 -3.352  -0.3738
C 2.132 -2.069 -1.870  -0.6931
C 1.589 -2.205 -0.553  1.2306
C 0.176 -2.220 -0.448  -0.5638
C -0.675 -2.429 0.666  1.3384
C -2.083 -2.445 0.401  -1.0104
C -2.983 -2.703 1.415  0.3948
F -4.325 -2.755 1.111  -0.3171
C -2.599 -2.927 2.739  -0.7095
C -1.232 -2.875 2.993  0.3957
F -0.810 -3.070 4.292  -0.3222
C -0.272 -2.647 2.018  -0.9216
C 2.526 -2.325 0.517  -0.8324
H 5.485 -2.341 -1.230  0.4999
H 1.447 -1.937 -2.706  0.3869
H -0.346 -2.128 -1.405  0.2141
H -2.419 -2.270 -0.619  0.4467
H -3.323 -3.129 3.520  0.5012
H 0.773 -2.650 2.296  0.4689
H 2.195 -2.371 1.545  0.5614
C 3.770 1.359 -2.798  -1.0147
C 2.405 1.920 -2.536  -0.2708
O 1.835 1.334 -1.350  -0.2459
C 0.548 1.785 -1.211  0.4031
C -0.040 1.570 0.089  -0.6015
C -1.264 2.133 0.450  0.7923
C -2.134 2.821 -0.482  -0.5523
C -3.336 3.368 -0.098  -0.4648
C -3.759 3.256 1.246  0.0221
N -5.019 3.780 1.638  0.9229
O -5.432 3.557 2.800  -0.5974
O -5.684 4.445 0.810  -0.5969
C -2.938 2.607 2.201  -0.5102
C -1.729 2.065 1.820  -0.5776
O 0.006 2.355 -2.172  -0.6999
H 4.256 1.985 -3.551  0.4206
H 4.403 1.338 -1.907  0.2716
H 3.709 0.352 -3.216  0.1321
H 2.466 3.007 -2.383  0.3561
H 1.750 1.718 -3.390  0.2779
H 0.547 1.028 0.817  0.4460
H -1.813 2.917 -1.514  0.5696
H -3.978 3.887 -0.808  0.4582
H -3.287 2.555 3.230  0.4448
H -1.080 1.584 2.556  0.3752

---

Here is 2 unconnected molecules or ions with the total composition C4H9N2O from OMol25. Energies are from the ωB97M-V functional and the def2-TZVPD basis.

gap between HOMO and LUMO	0.270	Ha
total energy	-342.4432	a.u.
net charge	-1
ΔE to the lowest compared entry with this formula, charge and spin	1.8099	eV
highest occupied orbital energy	-0.1186	Eh

Last column: Mulliken charge in e.
Geometry (Å):
N 2.907 1.599 -0.191  -0.5868
C 2.187 0.631 0.723  -0.1710
O 1.544 -0.321 -0.011  -0.8294
H 3.857 1.820 0.065  0.1830
H 2.875 1.183 -1.106  0.2092
H 2.871 0.253 1.514  0.1632
H 1.471 1.276 1.296  0.0908
C -2.900 -0.677 -0.301  0.0147
C -2.400 -1.489 -1.282  -0.7850
C -0.965 0.044 0.650  -0.2404
N -2.223 0.314 0.422  -0.4790
H -3.923 -0.876 -0.004  0.3098
H -1.392 -1.313 -1.626  0.2811
H -3.112 -2.225 -1.707  0.2181
H -0.115 0.529 0.195  0.3480
H -0.684 -0.748 1.364  0.2735

---

Here is 2 unconnected molecules or ions with the total composition C5H7N2OS from OMol25. Energies are from the ωB97M-V functional and the def2-TZVPD basis.

gap between HOMO and LUMO (spin up / spin down)	0.278 / 0.278	Ha
total energy	-777.3736	a.u.
net charge	+1
ΔE to the lowest compared entry with this formula, charge and spin	1.2320	eV
highest occupied orbital energy (spin up / spin down)	-0.4376 / -0.4375	Eh

Last column: Mulliken charge in e.
Geometry (Å):
C -0.330 1.061 -1.285  -0.7668
C -1.829 1.202 0.647  -0.0565
C 0.166 0.325 -0.066  0.1674
C -1.134 -2.384 1.317  0.1047
C 1.329 -0.316 0.209  -0.2727
N -0.712 0.518 0.954  0.0028
N 2.324 -0.643 -0.596  -0.4145
O -1.432 -3.161 0.562  -0.1143
S -1.871 2.009 -0.800  -0.0203
H 0.340 1.691 -1.800  0.4727
H -2.620 1.326 1.490  0.3173
H -0.644 0.309 -1.888  0.4435
H 1.413 -0.792 1.171  0.3228
H 2.437 -0.273 -1.598  0.2434
H -0.625 0.038 1.800  0.3152
H 3.190 -0.910 -0.117  0.2552